125
Properties=species:S:1:pos:R:3:forces:R:3:mulliken_spin:R:1 method="wB97M-V/def2-TZVPD" lumo_energy_ev="-2.71 / -2.93" max_force_ha_per_bohr=0.0104 orbital_gap_ev="7.2 / 7.2" charge=+1 spin_multiplicity=3 de_lowest_kcal_mol=0.0
W -0.35696 0.10467 -0.53281 0.2861 0.3666 0.1767 1.762
O -1.20230 -1.54804 -0.65910 0.1057 -0.3595 -0.2834 -0.097
C -2.42305 -2.24382 -0.46851 0.0875 0.1526 0.1939 0.004
C -3.08071 -1.50366 0.69415 -0.0566 0.0621 -0.0113 0.051
C -3.48791 -0.11806 0.27426 -0.0220 -0.0399 0.0832 -0.055
C -4.81809 0.22288 0.45633 0.0063 0.0219 -0.0219 -0.007
C -5.27351 1.47132 0.08832 0.0065 -0.0132 -0.0080 0.011
C -4.36672 2.34534 -0.47004 -0.0009 -0.0347 0.0076 -0.005
C -3.04546 1.96230 -0.65035 -0.1043 0.0271 -0.0672 -0.007
C -2.14288 2.94607 -1.33384 -0.0790 -0.0415 -0.0679 0.052
C -0.82502 3.21198 -0.61320 -0.0515 -0.1576 -0.1500 0.065
O -0.14767 1.95408 -0.63156 0.2476 0.0171 0.1782 -0.120
C -0.05185 4.24169 -1.43840 -0.0108 0.0148 0.0680 -0.017
C 0.05014 5.56682 -1.02786 0.0230 0.0091 0.0120 -0.001
C 0.62395 6.51778 -1.86234 0.0027 -0.0008 -0.0064 0.000
C 1.09142 6.15785 -3.11650 0.0162 0.0017 0.0086 0.000
C 1.00767 4.83355 -3.52199 0.0048 0.0022 -0.0358 0.000
C 0.44720 3.88360 -2.68483 -0.0142 -0.0179 -0.0009 0.010
C -0.98807 3.65845 0.82719 0.0417 -0.0107 -0.0075 -0.048
C -2.13575 4.30199 1.27156 -0.0631 0.0883 0.0126 -0.001
C -2.20568 4.80037 2.56789 0.0042 -0.0116 -0.0215 0.000
C -1.12427 4.66196 3.42408 -0.0034 0.0198 0.0088 0.000
C 0.02343 4.01444 2.98313 0.0156 0.0016 0.0207 0.002
C 0.08915 3.51586 1.69348 -0.0301 -0.0357 0.0327 0.018
N -2.59474 0.74281 -0.27703 0.1607 -0.0868 -0.0588 0.052
C -3.30109 -2.17088 -1.71250 -0.0342 -0.0240 -0.0258 -0.016
C -4.50035 -2.88076 -1.71041 0.0041 -0.0124 -0.0029 -0.002
C -5.36758 -2.80141 -2.78671 -0.0132 0.0007 0.0040 0.000
C -5.04297 -2.01818 -3.88774 -0.0007 0.0041 -0.0121 0.001
C -3.84399 -1.32562 -3.90287 -0.0117 -0.0007 -0.0191 0.026
C -2.97800 -1.39966 -2.81767 -0.0222 -0.0289 -0.0403 0.065
C -2.07501 -3.69249 -0.16056 -0.0041 0.0298 -0.0267 -0.007
C -1.21814 -4.35112 -1.03923 0.0327 -0.0213 -0.0008 0.004
C -0.85336 -5.66521 -0.81194 0.0083 0.0097 -0.0221 0.001
C -1.35803 -6.34817 0.28981 0.0033 -0.0162 0.0006 0.000
C -2.23702 -5.70953 1.14606 0.0049 -0.0293 -0.0181 0.000
C -2.59399 -4.38385 0.92128 -0.0366 -0.0069 0.0519 -0.001
H -2.36764 -1.46016 1.52345 0.0195 0.0034 -0.0101 -0.035
H -3.98069 -2.01870 1.02518 0.0245 0.0007 -0.0002 0.000
H -5.48602 -0.50970 0.88634 -0.0081 0.0154 0.0011 0.000
H -6.30941 1.75156 0.22707 0.0101 0.0010 -0.0031 0.000
H -4.66656 3.33476 -0.78523 -0.0170 -0.0071 -0.0051 0.000
H -2.68893 3.87596 -1.48224 0.0255 0.0172 -0.0088 -0.001
H -1.89037 2.57813 -2.33249 0.0276 -0.0326 -0.0038 -0.005
H -0.31744 5.86908 -0.05633 -0.0010 -0.0113 -0.0045 0.001
H 0.69645 7.54519 -1.52927 -0.0014 -0.0117 -0.0025 0.000
H 1.52648 6.90304 -3.77015 -0.0063 -0.0092 0.0032 0.000
H 1.38856 4.53725 -4.49173 -0.0106 0.0010 0.0166 0.000
H 0.41056 2.84907 -2.99420 0.0094 -0.0197 -0.0091 -0.020
H -2.98423 4.44669 0.61256 0.0776 0.0116 0.0476 0.001
H -3.10396 5.30540 2.89964 0.0100 0.0003 0.0033 0.000
H -1.17423 5.06049 4.42974 0.0037 -0.0038 -0.0119 0.000
H 0.88140 3.89914 3.63420 -0.0089 0.0073 0.0085 0.000
H 0.99359 3.02225 1.36520 0.0460 -0.0275 -0.0279 -0.006
H -4.74846 -3.51665 -0.86751 -0.0043 0.0158 -0.0091 0.000
H -6.29532 -3.35893 -2.77204 0.0135 0.0046 0.0025 0.000
H -5.71791 -1.95808 -4.73156 0.0083 -0.0077 0.0116 0.000
H -3.57170 -0.72674 -4.76331 -0.0098 -0.0032 0.0134 0.001
H -2.04422 -0.85784 -2.85674 0.0674 0.0299 0.0402 -0.064
H -0.84596 -3.82686 -1.91201 0.0232 0.0181 0.0127 -0.002
H -0.18768 -6.16802 -1.50325 -0.0059 0.0113 0.0193 0.000
H -1.07619 -7.37820 0.46613 -0.0113 0.0109 0.0005 0.000
H -2.65127 -6.23964 1.99439 0.0087 0.0082 -0.0030 0.000
H -3.28317 -3.90724 1.60848 0.0429 -0.0086 -0.0271 0.000
C 3.11400 -4.33287 -1.18070 0.0070 -0.0504 0.0009 0.000
C 2.46616 -3.21561 -1.94255 -0.0203 0.0285 0.0015 -0.005
C 2.68559 -2.98988 -3.29717 0.0080 -0.0065 -0.0099 0.005
C 2.06052 -1.93343 -3.93573 -0.0004 0.0297 0.0393 -0.024
C 1.24737 -1.10774 -3.17883 0.1378 -0.0971 -0.0749 -0.049
Br 0.38657 0.33798 -4.02230 -0.1283 0.0574 0.0161 0.039
N 1.04232 -1.28412 -1.88251 -0.3007 0.2836 0.1152 0.113
C 1.61951 -2.33768 -1.28933 0.0097 -0.0649 -0.0100 0.023
H 3.47170 -5.11346 -1.85088 -0.0098 0.0062 0.0069 0.000
H 2.41122 -4.77590 -0.47306 0.0047 0.0144 0.0026 0.000
H 3.96885 -3.95685 -0.61377 -0.0014 0.0048 0.0009 0.000
H 3.33718 -3.64728 -3.85997 -0.0023 0.0024 0.0019 0.000
H 2.19337 -1.74523 -4.99060 0.0012 0.0011 0.0020 -0.001
H 1.39133 -2.47423 -0.24151 -0.0041 -0.0194 0.0101 0.003
S 3.57133 2.23427 2.40647 -0.0907 0.0031 -0.0159 0.009
P 3.36269 1.11683 0.83347 0.0754 0.1016 -0.0948 0.020
S 1.62802 -0.05784 0.89573 -0.5282 -0.0820 -0.0071 0.079
C 4.66442 -0.14665 0.70712 0.0864 0.0131 -0.0723 0.015
C 4.58772 -1.28659 1.50169 -0.0285 -0.0090 0.0540 -0.004
C 5.60250 -2.22876 1.47746 0.0013 -0.0180 0.0042 -0.001
C 6.71137 -2.03460 0.66305 0.0126 0.0059 0.0000 0.002
C 6.80647 -0.88766 -0.11044 -0.0026 -0.0024 0.0024 0.000
C 5.78966 0.05789 -0.08684 -0.0239 -0.0226 0.0019 0.002
C 3.44529 1.99995 -0.74439 0.0007 0.0118 -0.0146 -0.014
C 3.46533 1.29190 -1.94428 -0.0480 -0.0537 0.0109 0.022
C 3.69404 1.95414 -3.13811 0.0205 -0.0020 -0.0367 0.003
C 3.90938 3.32702 -3.13677 0.0250 0.0161 0.0183 0.003
C 3.87624 4.03640 -1.94594 -0.0403 0.0103 -0.0453 -0.001
C 3.63961 3.37584 -0.74912 0.0306 -0.0166 0.0626 0.004
H 3.73500 -1.42339 2.15395 0.0070 0.0096 -0.0007 0.005
H 5.53689 -3.10835 2.10637 0.0017 0.0014 -0.0058 0.000
H 7.50739 -2.76795 0.64602 -0.0062 0.0054 -0.0008 0.000
H 7.67799 -0.72032 -0.73001 -0.0060 -0.0048 0.0035 0.000
H 5.88137 0.95372 -0.68640 -0.0058 0.0147 -0.0100 0.001
H 3.34699 0.21366 -1.93537 -0.0062 -0.0001 0.0109 0.008
H 3.72987 1.39978 -4.06826 -0.0101 0.0001 0.0095 0.000
H 4.10712 3.84306 -4.06831 -0.0017 -0.0068 0.0174 0.000
H 4.03577 5.10627 -1.94470 0.0019 0.0099 -0.0081 0.000
H 3.64218 3.91217 0.19223 -0.0122 -0.0037 -0.0101 0.001
C -1.08281 0.36272 4.87061 0.0038 -0.0101 0.0137 0.002
C -2.23284 1.30563 4.52391 -0.0352 -0.0061 0.0138 0.001
C -2.49035 0.98184 3.05347 0.0359 0.0878 0.0295 0.017
O -1.28533 0.39756 2.53330 -0.0050 -0.0009 0.0278 0.115
C -0.29045 0.35720 3.57764 -0.0711 -0.0076 -0.0292 0.013
H -1.45902 -0.64036 5.08861 0.0009 0.0022 -0.0071 0.000
H -0.49325 0.69967 5.72217 0.0073 0.0018 -0.0084 0.000
H -1.92044 2.34408 4.63295 0.0190 -0.0241 -0.0063 0.001
H -3.11879 1.15145 5.13908 0.0028 0.0046 -0.0097 0.000
H -2.73817 1.87281 2.47039 -0.0102 -0.0159 -0.0105 -0.002
H -3.30269 0.25555 2.94604 0.0201 -0.0145 0.0179 -0.003
H 0.35889 1.23268 3.49622 0.0113 0.0187 -0.0092 -0.001
H 0.30589 -0.53640 3.42132 0.0315 -0.0581 0.0070 -0.002
C -0.64060 -3.85747 3.68168 -0.0517 0.0323 0.1079 0.000
S 0.39551 -3.21161 2.35887 -0.0453 -0.0654 -0.0575 -0.005
C 2.00604 -3.54165 3.08961 0.0925 -0.0117 -0.0037 0.000
H -0.58203 -4.94385 3.74339 0.0262 0.0068 -0.0165 0.000
H -1.67037 -3.57240 3.47287 0.0211 -0.0079 -0.0208 0.000
H -0.35112 -3.41876 4.63705 0.0136 0.0063 -0.0125 0.000
H 2.19330 -2.90887 3.95799 -0.0203 -0.0012 -0.0084 0.000
H 2.75739 -3.33054 2.32985 -0.0137 -0.0068 -0.0013 0.000
H 2.09248 -4.59037 3.37336 -0.0240 0.0052 0.0020 0.000